(1)
Molecular formula: C17H22N2O3
Method: DFT, ωB97M-V with the def2-TZVPD basis set

Values from the calculation:
SMILES: CCOC(=O)CCC(=O)NCc1ccc2c(c1)cc(C)n2C
E_HOMO, Ha: -0.2910

```
! wB97M-V def2-TZVPD RIJCOSX def2/J DEFGRID3
* xyz 0 1
C 1.325 3.602 -0.321
C 2.618 2.822 -0.493
O 2.530 1.584 0.219
C 3.344 1.405 1.256
O 4.238 2.145 1.569
C 2.987 0.138 2.010
C 2.176 0.535 3.254
C 0.833 1.121 2.835
O 0.630 2.313 2.734
N -0.107 0.184 2.595
C -1.429 0.488 2.079
C -1.606 -0.096 0.701
C -1.475 0.726 -0.425
C -1.580 0.228 -1.705
C -1.820 -1.132 -1.858
C -1.955 -1.981 -0.729
C -1.844 -1.448 0.553
C -2.194 -3.287 -1.234
C -2.200 -3.201 -2.597
C -2.407 -4.273 -3.605
N -1.975 -1.899 -2.980
C -1.917 -1.447 -4.340
H 0.510 3.094 -0.829
H 1.083 3.676 0.738
H 1.438 4.600 -0.736
H 2.796 2.571 -1.543
H 3.471 3.385 -0.101
H 3.909 -0.355 2.319
H 2.408 -0.520 1.361
H 2.728 1.294 3.810
H 2.025 -0.337 3.893
H 0.149 -0.791 2.620
H -1.510 1.577 2.060
H -2.178 0.082 2.767
H -1.293 1.778 -0.273
H -1.478 0.887 -2.555
H -1.952 -2.089 1.417
H -2.344 -4.176 -0.655
H -1.543 -4.361 -4.264
H -3.281 -4.064 -4.222
H -2.558 -5.224 -3.101
H -1.096 -1.931 -4.877
H -1.758 -0.372 -4.356
H -2.852 -1.670 -4.862
*
```



(2)
Molecular formula: C17H22N2O3
Method: DFT, ωB97M-V with the def2-TZVPD basis set

Values from the calculation:
SMILES: CCCCC(=O)NCCc1cc2ccc(OC)cc2[nH]c1=O
E_HOMO, Ha: -0.2885

```
! wB97M-V def2-TZVPD RIJCOSX def2/J DEFGRID3
* xyz 0 1
C -1.443 -2.110 -4.266
C -0.671 -1.996 -2.956
C -1.548 -2.151 -1.714
C -2.637 -1.083 -1.545
C -2.103 0.267 -1.095
O -2.059 0.596 0.074
N -1.762 1.105 -2.102
C -1.336 2.463 -1.863
C 0.189 2.619 -1.731
C 0.681 1.890 -0.518
C 0.558 2.379 0.737
C 0.946 1.626 1.881
C 0.824 2.096 3.196
C 1.193 1.316 4.258
C 1.700 0.020 4.050
O 2.032 -0.661 5.176
C 2.530 -1.971 5.053
C 1.830 -0.467 2.762
C 1.457 0.332 1.679
N 1.589 -0.123 0.398
C 1.241 0.567 -0.741
O 1.424 0.059 -1.839
H -2.150 -1.293 -4.395
H -0.754 -2.089 -5.107
H -1.998 -3.046 -4.301
H 0.079 -2.790 -2.930
H -0.126 -1.052 -2.915
H -0.912 -2.135 -0.826
H -2.039 -3.127 -1.753
H -3.321 -1.416 -0.762
H -3.202 -0.969 -2.470
H -1.629 0.730 -3.027
H -1.699 3.087 -2.685
H -1.809 2.778 -0.930
H 0.422 3.683 -1.659
H 0.677 2.202 -2.614
H 0.138 3.363 0.895
H 0.429 3.087 3.361
H 1.103 1.665 5.274
H 2.712 -2.314 6.070
H 3.469 -1.993 4.491
H 1.802 -2.633 4.574
H 2.215 -1.456 2.567
H 1.956 -1.056 0.248
*
```



Stability summary - winner: (2); margin: 0.079 eV.



(1)
Molecular formula: C2H8NO2
Method: DFT, ωB97M-V with the def2-TZVPD basis set

Values from the calculation:
E_HOMO, Ha: -0.5777

```
! wB97M-V def2-TZVPD RIJCOSX def2/J DEFGRID3
* xyz 1 1
C -0.450 -0.992 0.895
C -0.494 0.435 0.597
N 0.560 1.147 0.903
O -1.480 1.078 0.002
O 0.901 0.383 -1.610
H -1.505 -1.352 1.135
H -0.333 -1.582 -0.068
H 0.487 -1.362 1.339
H 0.479 2.170 0.795
H 1.807 -0.029 -1.672
H 1.505 0.783 1.030
H -2.074 0.357 -0.262
H 0.891 1.133 -2.116
*
```



(2)
Molecular formula: C2H8NO2
Method: DFT, ωB97M-V with the def2-TZVPD basis set

Values from the calculation:
E_HOMO, Ha: -0.5678

```
! wB97M-V def2-TZVPD RIJCOSX def2/J DEFGRID3
* xyz 1 1
N 0.898 1.271 1.915
H 0.485 0.373 1.436
H 0.589 1.443 2.852
H 1.915 1.107 1.978
H 0.765 2.082 1.319
O 0.046 -0.871 0.493
C -0.534 -0.637 -0.610
O -1.489 0.299 -0.748
C -0.282 -1.331 -1.980
H -1.628 0.685 0.126
H -0.871 -0.761 -2.697
H -0.690 -2.349 -1.911
H 0.797 -1.311 -2.173
*
```



(3)
Molecular formula: C2H8NO2
Method: DFT, ωB97M-V with the def2-TZVPD basis set

Values from the calculation:
E_HOMO, Ha: -0.5658

```
! wB97M-V def2-TZVPD RIJCOSX def2/J DEFGRID3
* xyz 1 1
C 1.412 -0.013 1.581
N -0.024 0.404 1.438
H 1.779 0.492 2.463
H 1.398 -1.087 1.732
H 2.008 0.238 0.713
H -0.477 -0.037 0.623
H -0.117 1.393 1.178
H -0.500 0.363 2.321
O -1.239 -0.407 -0.847
C -1.291 -0.314 -2.041
O -0.534 -0.946 -2.927
H -2.071 0.282 -2.550
H -0.345 -0.368 -3.682
*
```



Stability summary - winner: (2); margin: 0.463 eV.



(1)
Molecular formula: C9H16N3O
Method: DFT, ωB97M-V with the def2-TZVPD basis set

Values from the calculation:
E_HOMO, Ha: -0.4424

```
! wB97M-V def2-TZVPD RIJCOSX def2/J DEFGRID3
* xyz 1 1
C -0.523 -1.444 -1.714
C 0.742 0.546 -1.991
N -0.355 -0.095 -2.252
N 1.848 -0.066 -1.503
N 0.882 1.827 -2.489
H -1.173 0.403 -2.585
H 2.755 0.229 -1.866
H 1.933 -0.168 -0.494
H 0.105 2.479 -2.423
H 1.657 2.094 -3.064
H -0.248 -1.600 -0.679
H 0.219 -2.100 -2.188
H -1.524 -1.793 -1.912
C 1.725 -0.062 2.891
C -0.036 1.089 1.553
C 0.385 -0.092 2.209
C -1.144 1.190 0.707
C -1.898 0.017 0.631
C -0.417 -1.214 2.036
C -1.633 -1.116 1.394
O -2.737 -0.128 -0.473
H 0.632 1.938 1.640
H -1.414 2.106 0.205
H 2.533 0.061 2.170
H 1.825 -1.029 3.392
H -0.085 -2.149 2.478
H -3.585 0.292 -0.428
H -2.293 -1.927 1.105
H 1.822 0.713 3.649
*
```



(2)
Molecular formula: C9H16N3O
Method: DFT, ωB97M-V with the def2-TZVPD basis set

Values from the calculation:
E_HOMO, Ha: -0.4484

```
! wB97M-V def2-TZVPD RIJCOSX def2/J DEFGRID3
* xyz 1 1
C 1.031 -3.026 -0.208
C -0.190 -1.392 -1.760
N 0.242 -1.731 -0.492
N 0.076 -2.303 -2.809
N -0.920 -0.213 -1.782
H 0.232 -1.181 0.330
H 0.642 -3.171 -2.703
H -0.335 -2.089 -3.738
H -0.905 0.334 -0.985
H -1.293 0.196 -2.688
H 1.017 -3.756 -1.093
H 0.624 -3.520 0.620
H 2.092 -2.765 -0.073
C -0.862 3.084 -0.970
C 0.725 2.210 0.553
C -0.534 2.201 0.182
C 1.268 1.319 1.453
C -1.442 1.284 0.837
C 0.403 0.331 1.992
C -0.995 0.311 1.734
O 0.989 -0.828 2.437
H 1.339 3.090 0.181
H 2.384 1.150 1.402
H -0.531 4.127 -0.790
H -1.938 3.153 -1.453
H -2.572 1.396 0.699
H -1.646 -0.468 1.998
H 1.161 -0.845 3.418
H -0.393 2.778 -1.921
*
```



(3)
Molecular formula: C9H16N3O
Method: DFT, ωB97M-V with the def2-TZVPD basis set

Values from the calculation:
E_HOMO, Ha: -0.4145

```
! wB97M-V def2-TZVPD RIJCOSX def2/J DEFGRID3
* xyz 1 1
C -3.154 0.924 -1.461
C -1.576 -0.199 -3.009
N -0.318 -0.546 -3.260
N -1.822 0.451 -1.878
N -2.536 -0.495 -3.853
H 0.412 -0.309 -2.623
H -0.134 -1.001 -4.111
H -1.057 0.701 -1.312
H -3.511 -0.283 -3.616
H -2.344 -0.913 -4.666
H -3.814 1.221 -2.335
H -2.990 1.852 -0.904
H -3.691 0.170 -0.829
C 2.206 -0.849 4.397
C 1.182 0.420 0.424
C 2.387 0.809 0.989
C 0.301 -0.378 1.149
C 2.720 0.393 2.274
C 0.641 -0.800 2.437
C 1.834 -0.412 3.026
O 0.847 0.828 -0.823
H 1.542 1.400 -1.183
H 3.087 1.402 0.440
H -0.699 -0.666 0.708
H 3.623 0.664 2.683
H -0.062 -1.359 3.001
H 3.229 -1.260 4.405
H 1.575 -1.721 4.722
H 2.123 -0.042 5.210
*
```



Stability summary - winner: (3); margin: 1.356 eV.



(1)
Molecular formula: C4H6BrF
Method: DFT, ωB97M-V with the def2-TZVPD basis set

Values from the calculation:
E_HOMO (spin up / spin down), Ha: -0.3554 / -0.2791

```
! wB97M-V def2-TZVPD RIJCOSX def2/J DEFGRID3
* xyz 0 1
C -0.770 -0.971 1.116
C -2.908 -0.682 1.164
C 1.099 0.327 -0.046
C -0.292 0.048 0.432
F -3.328 0.195 0.287
Br -0.462 -1.188 -3.348
H -0.557 -2.026 1.492
H -3.667 -1.066 1.846
H 0.905 0.266 -1.221
H 1.787 -0.433 0.174
H 1.402 1.218 0.363
H -1.197 0.820 0.336
*
```



(2)
Molecular formula: C4H6BrF
Method: DFT, ωB97M-V with the def2-TZVPD basis set

Values from the calculation:
E_HOMO, Ha: -0.3181

```
! wB97M-V def2-TZVPD RIJCOSX def2/J DEFGRID3
* xyz 0 1
C -0.071 -0.540 0.343
C 0.387 -0.417 -0.861
C -1.023 0.498 0.888
C 2.050 -1.736 -1.920
F 1.623 -1.867 -3.176
Br 2.061 -3.370 -0.959
H 0.185 -1.362 0.994
H 0.243 0.306 -1.634
H -2.051 0.149 0.799
H -0.806 0.686 1.936
H -0.926 1.429 0.332
H 2.970 -1.175 -1.836
*
```



Stability summary - winner: (2); margin: 3.434 eV.



(1)
Molecular formula: C5H12NS
Method: DFT, ωB97M-V with the def2-TZVPD basis set

Values from the calculation:
E_HOMO, Ha: -0.1051

```
! wB97M-V def2-TZVPD RIJCOSX def2/J DEFGRID3
* xyz -1 1
C 1.139 1.080 -0.603
N -0.061 0.857 0.269
C -0.255 -0.156 -0.673
C 0.429 -1.536 -0.773
S -0.676 -2.882 -1.333
C -2.366 -1.358 1.731
C 1.689 2.519 -0.208
H 1.009 1.252 -1.724
H 2.046 0.471 -0.472
H -2.404 -1.589 0.657
H -1.006 0.036 -1.460
H 0.844 -1.674 0.210
H 1.181 -1.481 -1.564
H -1.477 -0.737 1.825
H -3.271 -0.756 1.878
H -2.459 -2.343 2.232
H 2.488 2.268 0.508
H 0.947 2.947 0.469
H 2.203 3.082 -0.969
*
```



(2)
Molecular formula: C5H12NS
Method: DFT, ωB97M-V with the def2-TZVPD basis set

Values from the calculation:
SMILES: CCN[C@@H](C)C[S-]
E_HOMO, Ha: -0.0857

```
! wB97M-V def2-TZVPD RIJCOSX def2/J DEFGRID3
* xyz -1 1
C 0.261 1.648 -3.168
C -0.321 1.477 -1.777
N -0.042 0.120 -1.298
C -0.187 -0.002 0.167
C -1.671 -0.221 0.492
C 0.655 -1.149 0.755
S 0.709 -1.106 2.574
H 0.227 0.690 -3.690
H -0.055 2.481 -3.792
H 1.347 1.796 -3.059
H -1.410 1.499 -1.890
H 0.007 2.221 -1.087
H 0.972 0.036 -1.418
H 0.093 0.894 0.735
H -2.167 -0.969 -0.124
H -2.221 0.704 0.342
H -1.735 -0.519 1.538
H 0.297 -2.063 0.282
H 1.687 -0.967 0.427
*
```



Stability summary - winner: (2); margin: 3.856 eV.



(1)
Molecular formula: C5H12NS
Method: DFT, ωB97M-V with the def2-TZVPD basis set

Values from the calculation:
E_HOMO, Ha: -0.1012

```
! wB97M-V def2-TZVPD RIJCOSX def2/J DEFGRID3
* xyz -1 1
C 1.569 -0.615 -0.246
N 0.825 0.592 0.123
C -0.242 -0.125 -0.469
C -1.027 -1.143 0.365
S -2.659 -1.427 -0.336
C -2.686 2.045 0.117
C 3.261 -0.544 0.041
H 1.487 -1.267 -1.156
H 1.422 -1.205 0.642
H -3.362 2.874 -0.125
H -0.499 0.098 -1.504
H -1.022 -0.703 1.384
H -0.487 -2.112 0.437
H -1.825 2.344 0.698
H -3.234 1.248 0.654
H -2.300 1.547 -0.799
H 3.573 -1.519 -0.352
H 3.573 -0.359 1.114
H 3.634 0.270 -0.588
*
```



(2)
Molecular formula: C5H12NS
Method: DFT, ωB97M-V with the def2-TZVPD basis set

Values from the calculation:
SMILES: CCCNCC[S-]
E_HOMO, Ha: -0.0849

```
! wB97M-V def2-TZVPD RIJCOSX def2/J DEFGRID3
* xyz -1 1
C -0.915 -2.176 1.096
C -0.761 -1.807 -0.422
C -0.394 -0.347 -0.657
N 0.742 0.024 0.201
C 0.753 1.488 0.564
C 0.844 2.441 -0.660
S 1.133 4.138 -0.198
H 0.027 -2.607 1.412
H -1.192 -1.250 1.604
H -1.716 -2.863 1.374
H 0.025 -2.477 -0.771
H -1.703 -2.050 -0.927
H -0.127 -0.202 -1.707
H -1.201 0.350 -0.427
H 1.638 -0.159 -0.214
H 1.621 1.680 1.190
H -0.225 1.585 1.040
H 1.566 1.919 -1.315
H -0.115 2.313 -1.184
*
```



Stability summary - winner: (2); margin: 4.238 eV.